Entry 1:
Entry from the OMol25 dataset: a single C19H24N4O3 molecule (the ωB97M-V functional and the def2-TZVPD basis).

The geometry in XYZ format:
```
50
Properties=species:S:1:pos:R:3:lowdin_charge:R:1
O 0.1116 4.2776 5.4726 0.075
O 2.8559 -0.5207 -3.0016 0.058
O -1.7964 3.3030 5.6805 0.076
N 1.7615 -0.5819 -1.0645 -0.035
N -0.1769 1.2238 0.0054 -0.094
N -0.7854 3.5681 5.0576 -0.367
N -2.6624 1.0468 1.3979 -0.086
C -0.6393 3.0052 3.7548 -0.159
C 2.0999 0.8152 -0.8534 -0.111
C 0.8256 1.6621 -0.9420 -0.121
C 1.8555 -2.6418 -2.5249 -0.503
C -4.2927 0.4947 0.0004 -0.083
C -3.1627 1.2460 0.1408 -0.097
C 0.6673 2.6435 1.7861 0.005
C 0.5263 3.2194 3.0259 0.012
C 0.8023 -1.0199 -0.0824 -0.119
C 2.4269 -3.5679 -1.4448 -0.033
C 2.1807 -1.1685 -2.2228 -0.398
C -4.4909 -0.1948 1.2165 -0.085
C -3.4822 0.1744 2.0578 -0.093
C -0.3341 1.8319 1.2264 -0.144
C 0.3518 -2.8596 -2.7433 -0.034
C -1.5507 1.6993 1.9492 -0.118
C -1.6789 2.2639 3.2030 0.083
C 2.5621 -2.9819 -3.8453 -0.058
C -0.4862 -0.1783 -0.1788 -0.115
H -2.6886 1.9246 -0.5394 0.125
H -5.2861 -0.8777 1.4395 0.093
H 0.5518 -2.0680 -0.1999 0.092
H 2.5634 0.9176 0.1335 0.127
H 1.0427 2.7195 -0.7983 0.124
H 2.3967 -4.0258 -4.1001 0.085
H -4.9163 0.4425 -0.8697 0.093
H -3.2683 -0.1327 3.0625 0.121
H 0.4006 1.5343 -1.9443 0.137
H 2.2780 -4.6035 -1.7443 0.089
H -0.2285 -2.8411 -1.8258 0.066
H -0.9361 -0.3144 -1.1680 0.132
H 2.8102 1.1126 -1.6256 0.123
H 1.5920 2.7928 1.2533 0.105
H -0.0409 -2.0988 -3.4150 0.094
H -1.1861 -0.5267 0.5772 0.125
H 0.1967 -3.8307 -3.2091 0.087
H 1.3148 3.8160 3.4571 0.122
H 1.9678 -3.4321 -0.4705 0.066
H 2.1837 -2.3572 -4.6496 0.088
H 3.6305 -2.8042 -3.7611 0.088
H -2.6032 2.1657 3.7520 0.130
H 1.2408 -0.8780 0.9149 0.139
H 3.4957 -3.3946 -1.3403 0.094
```

Computed properties:
Gap between HOMO and LUMO ... 7.86 eV
SMILES ... CC(C)(C)C(=O)N1CCN(c2ccc([N+](=O)[O-])cc2-n2cccc2)CC1
Charge ... 0
HOMO energy ... -8.322 eV
Energy above the lowest of the compared OMol25 structures with the same formula, charge and spin ... 507.4 kJ/mol
DFT total energy ... -32192.956 eV
M ... 356.4 g mol⁻¹



Entry 2:
Entry from the OMol25 dataset: a molecular structure, CH9O4 (the ωB97M-V functional and the def2-TZVPD basis).

The geometry in XYZ format:
```
14
Properties=species:S:1:pos:R:3:lowdin_charge:R:1
O 0.5389 0.8627 2.3290 -0.224
O 0.1296 2.2602 -0.7879 -0.074
O -2.0912 -0.2187 -1.2387 -0.138
O -0.0495 -0.3294 0.2720 -0.373
C 0.7471 -1.3846 -0.0734 -0.250
H 0.1982 0.4216 1.2757 0.010
H 0.8031 0.0918 2.6716 -0.129
H -1.9239 0.4357 -1.9140 -0.010
H -1.2206 -0.4365 -0.7341 -0.007
H -0.4720 1.6624 -1.0700 -0.087
H 0.6294 1.5328 -0.2429 0.077
H 1.1212 -0.8947 -0.9587 0.071
H 1.5013 -1.7180 0.6384 0.057
H 0.0886 -2.2853 -0.1673 0.077
```

Computed properties:
Gap between HOMO and LUMO ... 8.73 eV
Charge ... -1
HOMO energy ... -4.647 eV
Energy above the lowest of the compared OMol25 structures with the same formula, charge and spin ... 158.1 kJ/mol
DFT total energy ... -9372.546 eV
M ... 85.1 g mol⁻¹



Entry 3:
Entry from the OMol25 dataset: a molecular structure, C41H44Cl2N6O6SSr (the ωB97M-V functional and the def2-TZVPD basis).

The geometry in XYZ format:
```
101
Properties=species:S:1:pos:R:3:lowdin_charge:R:1
Sr -0.2752 -0.8326 0.0835 1.502
Cl 0.6222 3.6575 -5.5266 0.698
Cl -3.0287 6.2035 -2.4430 0.758
S 0.5402 -3.5398 0.9735 0.439
O -0.5807 -2.8554 1.6367 -0.426
O -1.7653 -2.3875 -1.3359 -0.197
O -2.4716 2.8746 -0.8443 0.028
O 1.5537 -2.5293 0.6333 -0.435
O 0.0997 -4.2871 -0.1965 -0.317
O -1.1009 1.1254 -0.7877 -0.299
N 0.6627 -0.1564 2.6983 -0.022
N -3.0229 -0.7256 0.4526 0.069
N -1.8027 3.7694 -3.8845 0.076
N 2.1355 0.3397 -1.3852 0.110
N 0.4030 -1.0188 -3.0970 0.128
N 0.8880 2.9355 1.1269 0.020
C 1.2993 1.7646 4.1132 -0.205
C 2.2190 -1.2178 -4.6489 -0.015
C -1.2630 5.0148 -4.1418 -0.288
C 1.7483 -4.1871 3.3276 -0.046
C 1.7842 0.6547 3.1829 -0.270
C -0.0998 5.1199 -4.9190 -0.577
C -1.1786 7.4433 -3.9270 -0.114
C -4.9673 0.6432 0.6719 -0.033
C 2.3092 -5.0608 4.2377 -0.031
C 1.9001 -6.8874 2.7505 -0.031
C 2.3925 -6.4283 3.9611 -0.272
C 0.5035 6.3263 -5.2116 -0.119
C -5.0797 -1.4035 -0.5453 -0.018
C 3.7276 2.1239 -1.1933 -0.050
C -4.0859 4.1404 -4.6417 -0.054
C 1.2605 -4.6750 2.1215 -0.270
C -1.7548 6.2215 -3.6094 -0.581
C 0.8137 3.6263 2.4065 -0.279
C -4.8185 1.7413 -3.4956 -0.038
C 3.2099 1.2318 -3.3296 -0.020
C 1.3332 -6.0173 1.8277 -0.042
C 0.2745 2.7265 3.5165 -0.208
C 0.2226 -2.4502 -5.0132 -0.049
C -3.7363 -1.5934 -0.2672 -0.263
C 1.5070 -2.1230 -5.4133 -0.056
C -5.7078 -0.2635 -0.0616 -0.058
C -0.0557 7.5003 -4.7320 -0.091
C -1.9923 1.8564 -1.3305 -0.679
C 3.0018 -7.3641 4.9596 -0.050
C -3.1371 3.3827 -3.9575 -0.220
C -5.3997 3.7062 -4.7204 -0.096
C 1.6234 -0.6783 -3.5087 -0.218
C 3.9078 2.1495 -2.5639 -0.055
C -5.7758 2.5078 -4.1458 -0.101
C 2.3487 0.3297 -2.6997 -0.217
C -2.4791 1.3150 -2.6951 -0.055
C -3.6222 0.3641 0.9013 -0.117
C -0.2737 -1.8798 -3.8508 -0.124
C -2.9880 -2.8042 -0.7431 -0.167
C 2.8298 1.2057 -0.6631 -0.132
C -3.5017 2.1563 -3.3870 -0.161
H 2.2867 1.0937 2.3229 0.074
H 1.8304 3.9387 2.6778 0.109
H -6.1261 4.3123 -5.2467 0.100
H -0.0316 2.6432 0.8114 0.050
H 1.3941 6.3326 -5.8225 0.101
H -6.7523 -0.0811 -0.2768 0.110
H -5.6173 -2.1238 -1.1459 0.114
H -5.3900 1.5633 1.0439 0.112
H 1.9475 -2.5622 -6.2979 0.109
H 4.5683 2.8674 -3.0307 0.110
H -1.5992 1.1502 -3.3267 0.110
H -0.1153 3.3539 4.3222 0.107
H -3.7936 5.0675 -5.1150 0.106
H 2.6388 1.1977 0.4001 0.071
H 4.0375 -7.0916 5.1692 0.084
H 4.2438 2.8008 -0.5280 0.106
H -1.1311 3.0347 -3.7444 0.095
H 2.9908 -8.3914 4.5995 0.075
H 0.9521 -6.3812 0.8836 0.114
H -1.2678 -2.1213 -3.5007 0.097
H 1.9565 -7.9429 2.5157 0.113
H 3.2286 -0.9412 -4.9117 0.110
H -1.6079 8.3373 -3.4980 0.101
H 0.2079 4.5440 2.3644 0.107
H 2.4591 -7.3307 5.9050 0.084
H -0.3920 -3.1423 -5.5704 0.105
H -0.5882 2.1672 3.1398 0.101
H -2.8624 0.3044 -2.5257 0.113
H 0.3958 8.4531 -4.9666 0.104
H 3.3001 1.2239 -4.4051 0.106
H -2.9990 1.0728 1.4347 0.117
H 2.5126 0.0352 3.7239 0.112
H -3.5524 -3.3890 -1.4772 0.130
H -6.7997 2.1635 -4.2087 0.094
H 1.6885 -3.1307 3.5527 0.109
H 2.6898 -4.6829 5.1784 0.117
H 0.0588 -0.3876 3.4818 0.087
H -1.1582 -3.1351 -1.1979 0.047
H -2.7614 -3.4484 0.1142 0.130
H -5.0914 0.7934 -3.0472 0.101
H 1.2024 3.5769 0.4079 0.077
H 1.0095 -1.0613 2.3896 0.005
H 2.1546 2.3352 4.4858 0.110
H 0.8650 1.2806 4.9976 0.107
```

Computed properties:
Gap between HOMO and LUMO ... 7.53 eV
Charge ... 0
HOMO energy ... -7.220 eV
Energy above the lowest of the compared OMol25 structures with the same formula, charge and spin ... 144.7 kJ/mol
DFT total energy ... -101178.945 eV
M ... 907.4 g mol⁻¹



Entry 4:
Entry from the OMol25 dataset: 2 unconnected molecules or ions with the total composition C4H10I2NP (the ωB97M-V functional and the def2-TZVPD basis).

The geometry in XYZ format:
```
18
Properties=species:S:1:pos:R:3:lowdin_charge:R:1
I 2.3260 -0.6901 2.6091 0.642
I -0.3015 -2.3744 -2.4478 0.671
P -0.4657 -0.2118 0.2183 0.732
N -0.3904 0.8544 -0.8356 -0.372
C -0.0644 -2.0646 -0.3139 -0.771
C 2.0727 1.3950 2.2018 -0.533
C -2.3701 -0.4129 0.3479 -0.228
C 0.5479 1.3928 -1.6513 -0.294
H -2.7431 0.5181 0.6214 -0.002
H -2.6659 -0.7406 -0.6700 0.038
H 0.8609 -2.4842 0.0260 -0.044
H 1.6698 1.0358 -1.4074 0.102
H -0.9406 -2.4575 0.1407 -0.048
H 2.5707 1.9595 1.3902 -0.020
H 0.3832 0.8839 -2.6900 0.073
H -2.7008 -1.0424 1.1407 0.018
H 1.6890 1.8844 3.0992 -0.053
H 0.5223 2.5545 -1.7791 0.092
```

Computed properties:
Gap between HOMO and LUMO (spin up / spin down) ... 6.89 / 7.63 eV
Charge ... 0
HOMO energy (spin up / spin down) ... -7.455 / -8.613 eV
Energy above the lowest of the compared OMol25 structures with the same formula, charge and spin ... 215.0 kJ/mol
DFT total energy ... -31285.583 eV
M ... 356.9 g mol⁻¹